Here is a molecular structure, C37H41As2AuClNO from the Open Molecules 2025 dataset. Energies are from the ωB97M-V functional and the def2-TZVPD basis.

Computed properties:
DFT total energy in eV: -180457.9994
LUMO level (spin up / spin down) in eV: 0.541 / -0.815
HOMO level (spin up / spin down) in eV: -6.369 / -7.424
HOMO-LUMO gap (spin up / spin down) in hartree: 0.2539 / 0.2429

Structure (ORCA input):
```
! wB97M-V def2-TZVPD RIJCOSX def2/J DEFGRID3
* xyz 0 3
Au -0.6343 -0.7042 -0.1305
C 1.2421 2.7953 0.1403
C 2.2472 1.7726 -0.2921
As 1.8822 -0.1413 0.1967
C 3.5646 -0.8948 -0.5751
C 3.5116 -1.8695 -1.6093
C 4.7313 -2.4112 -2.0729
C 5.9681 -2.0081 -1.5604
C 6.0010 -1.0254 -0.5587
C 4.7999 -0.4728 -0.0772
C 2.3564 -0.2014 2.1391
C 1.8184 0.7501 2.9979
C 2.1754 0.7743 4.3546
C 2.9319 -0.2978 4.8732
C 3.4028 -1.3023 4.0195
C 3.1377 -1.2366 2.6426
As -0.6849 2.3918 -0.1597
C -1.3640 4.1045 0.5303
C -0.9205 5.3007 -0.0654
C -1.3909 6.5284 0.4097
C -2.3753 6.5830 1.3910
C -2.8275 5.3868 1.9845
C -2.3539 4.1591 1.5304
C -0.7364 2.5211 -2.1423
C -0.0932 1.5190 -2.9161
C -0.2173 1.5780 -4.3131
C -0.9277 2.6123 -4.9457
C -1.5743 3.5818 -4.1509
C -1.5251 3.5011 -2.7524
H 1.4176 3.7702 -0.3480
H 1.2920 2.9339 1.2347
H 3.2510 1.9537 0.1224
H 2.2695 1.7196 -1.3890
H 2.5399 -2.1370 -2.0480
H 4.6817 -3.1537 -2.8617
H 6.9019 -2.4346 -1.9157
H 6.9421 -0.6410 -0.1237
H 4.8148 0.2911 0.7205
H 1.1290 1.4814 2.6035
H 1.8149 1.5860 4.9888
H 3.1081 -0.3649 5.9703
H 3.9615 -2.1456 4.4144
H 3.5291 -2.0155 1.9926
H -0.1887 5.2570 -0.8593
H -1.0027 7.4619 -0.0524
H -2.7825 7.5443 1.7531
H -3.6124 5.3725 2.7628
H -2.7285 3.2375 1.9896
H 0.4604 0.7234 -2.3898
H 0.2767 0.7977 -4.8859
H -1.0511 2.6802 -6.0303
H -2.1510 4.4034 -4.5823
H -2.0480 4.2260 -2.1189
C -3.5072 -3.0260 0.5595
C -3.6503 -1.9332 -0.5160
C -5.0730 -1.3682 -0.4438
C -3.4334 -2.4519 -1.9585
C -2.6586 -0.8165 -0.5124
H -4.2613 -3.8092 0.3831
H -3.6568 -2.6237 1.5668
H -2.5221 -3.5195 0.5007
H -5.8369 -2.1495 -0.5104
H -5.1973 -0.6209 -1.2389
H -5.2868 -0.8365 0.5063
H -4.1807 -3.2184 -2.2317
H -2.4347 -2.9201 -2.0944
H -3.5275 -1.5994 -2.6522
H -3.0920 0.1284 -0.8808
C -1.3275 -0.5432 2.9259
O -0.8987 0.2367 1.7814
H -1.1416 0.0718 3.8390
H -0.7410 -1.4656 3.0867
H -2.4012 -0.7847 2.9191
Cl -0.1282 -5.5601 2.5751
C 0.0070 -5.1071 0.9384
C -0.5018 -5.8643 -0.1439
C -0.4274 -5.3083 -1.4396
C 0.2078 -4.0743 -1.6016
N 0.7363 -3.3749 -0.5621
C 0.6571 -3.8615 0.6669
H -1.0477 -6.7900 0.0611
H -0.9003 -5.8072 -2.2985
H 0.2810 -3.5960 -2.5763
H 0.9742 -3.2488 1.5154
*
```

Quick look at the Löwdin charges, all values in e: 0.700 -0.437 -0.411 1.251 -0.369 -0.101 -0.088 -0.088 -0.080 -0.131 -0.363 -0.125 -0.067 -0.087 -0.085 -0.127 1.286 -0.385 -0.138 -0.096 -0.094 -0.094 -0.112 -0.374 -0.131 -0.094 -0.090 -0.087 -0.123 0.067 0.055 0.069 0.057 0.078 0.097 0.101 0.110 0.106 0.072 0.105 0.110 0.100 0.099 0.090 0.112 0.107 0.108 0.102 0.049 0.097 0.099 0.100 0.090 -0.055 -0.708 -0.085 -0.088 -0.182 0.081 0.073 0.061 0.079 0.078 0.088 0.082 0.060 0.082 0.028 -0.221 -0.554 0.072 0.059 0.053 0.697 -0.677 -0.077 -0.064 -0.157 0.009 -0.190 0.110 0.112 0.103 0.090